The following is a quantum chemistry calculation of a cluster of 3 separate species, C2H6N2O in total, from the Open Molecules 2025 dataset.

Summary:
Total charge = 0
Energy above the lowest of the compared OMol25 structures with the same formula, charge and spin = 159.6 kcal/mol

Geometry as XYZ:
```
11
Properties=species:S:1:pos:R:3:forces:R:3:lowdin_charge:R:1
O -1.2601 0.3761 -0.8085 -1.27 -1.22 0.95 -0.016
N 0.4553 0.6173 0.5288 0.95 0.08 0.97 -0.021
N -1.7169 -1.2897 0.8617 -0.15 0.23 -0.10 0.209
C 1.6100 0.2738 -0.2696 0.07 -0.06 -0.14 -0.203
C -1.4065 -0.3925 0.1267 2.07 0.92 -0.53 -0.504
H 1.7265 -0.8114 -0.3213 -0.04 0.07 0.01 0.068
H 0.2919 1.6220 0.4606 -0.07 -0.08 -0.07 0.053
H 1.5893 0.6713 -1.2930 -0.06 -0.02 0.11 0.074
H -1.2064 -1.5448 1.6936 -0.10 0.11 -0.08 0.099
H 2.5199 0.6731 0.2073 -0.16 -0.02 -0.02 0.079
H -2.6028 -0.1953 -1.1865 -1.24 0.00 -1.08 0.162
```
Positions in Å, forces in eV/Å.